# 1
The following is a DFT calculation (ωB97M-V with the def2-TZVPD basis set) of a structure of composition C65H135N7O27.

```
234
Properties=species:S:1:pos:R:3:forces:R:3:lowdin_charge:R:1
C 18.40432 6.10010 -5.45689 -5.1 -3.1 3.7 -0.854
H 10.08149 9.26504 -14.04662 -1.8 1.6 -2.8 0.045
H 14.06413 3.18679 -13.05182 0.4 -0.1 -0.6 0.112
H 17.29416 4.01068 -12.53480 -0.1 4.7 2.6 -0.012
C 18.78263 7.96088 -15.39328 0.1 0.5 0.9 0.015
N 20.35910 10.88796 -8.21406 1.9 -1.3 0.6 -0.218
H 11.93051 11.74853 -12.11516 0.1 -0.1 0.4 0.109
H 21.29865 3.99764 -12.46486 -1.1 0.1 0.4 0.141
H 11.28131 3.01852 -12.58112 0.0 -0.1 -0.3 0.098
H 13.42570 13.49927 -9.40772 -0.3 -0.7 0.4 0.118
H 15.83923 11.36179 -14.37112 0.2 0.4 -0.1 0.077
O 14.68240 7.77955 -19.32560 -1.1 0.5 -0.7 -0.047
C 18.12139 10.56201 -6.81702 0.7 0.3 -1.0 -0.220
H 9.88328 5.74841 -17.21486 0.1 -0.3 -0.1 0.098
H 16.01998 12.81708 -12.19441 0.0 -0.1 0.4 0.112
C 14.16411 11.69972 -10.41190 0.0 0.4 0.1 -0.053
H 16.27877 8.34872 -9.46226 0.1 -0.3 0.3 0.076
H 23.03747 4.64351 -13.12363 1.1 0.3 0.2 0.119
H 19.64611 7.00100 -6.06185 1.4 0.6 -0.7 0.075
H 19.37545 11.67074 -17.24983 -0.1 0.5 -0.1 0.101
H 10.95243 9.04433 -10.17871 0.3 -0.3 -0.7 0.048
H 11.14579 7.72437 -17.93929 -0.1 0.0 -0.2 0.076
C 15.82464 6.44160 -11.11616 -1.6 -0.2 -1.3 -0.092
C 9.26553 4.65456 -8.49953 0.7 0.1 -1.0 -0.062
C 15.21409 8.12360 -9.39993 -0.3 -2.7 -1.0 0.060
H 6.64306 3.44842 -10.44934 0.9 -0.6 -1.1 0.115
N 20.89393 5.29191 -10.71776 1.2 -1.2 -1.5 -0.221
H 18.44291 11.17864 -13.02008 0.4 2.0 -1.9 0.090
O 10.59317 10.34036 -7.55251 -1.1 0.6 0.2 -0.065
H 18.56168 5.34642 -8.95834 0.1 0.1 -0.1 0.073
C 14.50141 5.42637 -7.84673 -0.5 1.0 2.3 -0.139
H 22.35070 4.05432 -9.82513 0.3 0.0 -0.3 0.131
H 15.74166 5.43395 -14.04110 0.1 -0.2 0.8 0.071
H 14.88147 7.92876 -12.26838 0.0 0.2 -1.1 0.086
O 11.91294 2.99472 -6.63692 -2.2 2.4 -3.1 -0.028
H 11.11247 3.39604 -16.98372 0.8 -0.1 0.1 0.094
H 20.84509 9.18837 -9.46596 -0.1 0.2 0.3 0.094
C 8.71699 4.82874 -11.05776 -0.2 -0.5 1.3 0.029
H 21.93964 7.80322 -18.21260 -0.4 0.7 -0.3 0.125
H 10.44515 2.81055 -9.65233 0.4 -0.2 -0.7 0.127
H 13.98731 1.51576 -11.12050 0.3 -1.0 -2.4 0.047
H 12.59354 4.85811 -8.62724 0.3 -0.3 -0.2 0.085
C 22.28937 5.11377 -10.07393 -0.2 0.3 -0.6 -0.070
H 20.99124 11.48781 -6.26517 0.4 1.0 -0.3 0.117
O 18.85974 6.72908 -6.54069 2.0 1.4 -1.1 0.017
H 10.44551 3.72556 -4.20525 0.0 0.2 0.5 0.089
C 10.74007 8.55709 -12.94180 3.0 -1.5 3.8 -0.868
C 19.10988 10.00809 -7.90961 -0.1 1.3 0.8 -0.067
H 7.73535 6.12563 -7.83605 -0.2 -0.3 -0.3 0.097
C 22.69335 10.36715 -8.95190 -2.0 0.9 -2.5 -0.178
H 20.85143 10.75646 -10.25507 0.2 -0.1 0.0 0.111
H 17.49892 11.24621 -7.39367 -0.4 0.1 0.1 0.098
H 13.74751 10.13066 -12.72681 0.0 -0.4 0.2 0.122
H 16.53269 5.96819 -8.42728 -0.2 0.6 0.0 0.114
O 9.82664 7.82710 -13.31240 -2.2 -1.4 -1.3 -0.022
C 22.71188 5.48492 -12.51199 -0.3 0.3 -0.6 -0.206
O 14.15845 0.86444 -10.43632 1.2 -2.1 -2.3 0.074
N 8.63798 3.94653 -9.76987 0.0 1.0 -1.5 -0.216
H 15.44510 10.44195 -12.28971 0.0 0.2 -0.1 0.118
C 14.36595 13.06951 -9.75318 -1.6 0.0 1.1 -0.163
O 16.72728 2.78060 -11.77296 0.1 2.0 1.8 -0.018
C 8.76202 6.09171 -8.20061 1.0 -0.2 0.2 -0.186
H 22.09212 7.86569 -15.43591 -0.1 0.0 0.2 0.107
H 10.32270 4.59571 -8.75845 0.2 0.8 -0.1 0.112
H 19.56419 12.41414 -9.52881 0.0 -0.3 0.1 0.089
H 12.47287 6.55042 -15.92195 0.6 -0.7 0.5 0.120
H 13.81774 4.96977 -14.80378 -0.1 0.1 -0.5 0.107
H 17.33761 9.59916 -16.60126 0.1 -0.5 -0.1 0.113
H 14.77588 13.76640 -12.99442 -0.2 -0.2 0.0 0.118
C 14.80025 14.05662 -10.77208 1.9 -0.5 -2.2 -0.162
C 19.27515 4.52338 -8.91727 -0.7 -1.5 -1.8 -0.208
H 9.10366 7.70924 -6.75973 0.4 0.3 -0.6 0.077
H 13.00596 2.21687 -14.16335 0.0 -0.4 1.0 0.102
H 17.71561 2.98795 -9.21211 0.3 -0.2 -0.5 0.074
C 20.70036 9.47341 -15.69534 -2.3 0.8 1.6 -0.117
H 9.33034 3.93348 -7.68470 -0.9 0.0 0.3 0.124
C 11.13507 9.74945 -8.49422 2.2 0.8 3.9 -0.923
H 15.78669 14.42057 -10.48472 -0.2 0.6 -0.3 0.111
C 15.97337 2.25442 -5.68924 -4.2 -0.3 0.8 -0.857
C 17.15414 12.01501 -17.40743 1.5 -0.1 -1.3 -0.058
C 13.18005 5.76837 -8.50262 -1.2 -0.4 -0.2 -0.123
C 21.32741 5.06295 -12.23598 -2.7 0.5 0.7 -0.096
H 17.94235 7.48108 -15.89508 0.2 -0.1 -0.1 0.108
C 11.87533 5.69803 -16.24518 -2.7 -0.2 0.3 -0.097
H 14.07994 14.85196 -10.96367 0.3 0.1 0.2 0.107
H 8.85293 6.70612 -9.09635 -0.2 0.0 -0.1 0.091
H 16.00861 5.37472 -11.24277 0.1 -0.1 0.5 0.112
H 19.57502 7.30702 -15.02905 -0.1 -0.4 -0.6 0.112
C 22.79015 11.01569 -7.58339 0.2 -1.4 0.4 -0.175
N 19.35043 9.02640 -16.25726 1.1 -0.3 -1.8 -0.199
H 20.36552 3.26366 -10.34522 0.2 0.0 0.0 0.125
C 21.25066 7.83652 -17.36863 -2.1 -2.0 -1.5 -0.172
C 7.21930 2.28446 -8.80680 0.1 -0.6 2.1 -0.173
H 18.48408 8.50782 -14.49894 -0.5 -0.3 0.0 0.079
H 20.40875 9.39258 -14.64818 1.2 0.4 0.4 0.109
H 16.77603 8.93324 -6.99243 -0.5 0.0 0.2 0.071
H 21.11512 12.84339 -8.71635 0.0 -0.3 0.0 0.098
H 21.25022 9.94436 -6.36183 0.1 -1.0 -1.2 0.135
H 12.69312 12.67993 -13.34255 -0.1 0.5 0.2 0.096
H 12.42258 13.41166 -11.67115 0.2 -0.1 -0.2 0.109
H 8.65675 0.73217 -9.36191 -0.3 -0.1 0.1 0.103
H 22.50056 5.67790 -9.16549 -0.9 0.0 0.1 0.119
H 23.22551 12.01494 -7.57623 -0.7 0.2 -0.3 0.107
C 14.46730 10.02535 -15.26135 -0.4 0.3 0.0 -0.055
C 15.57416 5.64742 -8.83524 -0.3 -1.0 -0.3 -0.098
C 18.45003 11.13090 -17.45054 0.0 0.4 0.8 -0.218
C 13.85694 1.83499 -9.60781 -0.2 -2.2 7.6 -0.918
O 11.52340 8.30334 -12.00784 0.7 0.7 -0.1 -0.032
H 16.75138 7.01199 -11.05386 0.0 -0.1 0.5 0.101
O 17.12657 2.82900 -5.41425 1.1 0.1 -0.3 0.105
C 10.45437 6.31305 -16.47788 0.7 -0.5 0.1 -0.224
H 20.92855 10.51391 -15.92639 -0.5 0.0 -0.2 0.127
H 16.67202 12.07694 -16.43182 0.1 -0.1 -0.1 0.056
H 23.55656 10.44867 -7.05500 -0.3 -0.2 0.6 0.109
C 14.56974 10.84236 -12.80109 -2.2 0.0 0.6 -0.081
O 18.08301 11.25220 -11.29390 -0.2 1.0 -0.7 -0.083
H 15.74446 4.65807 -9.25982 0.0 0.3 -1.1 0.132
H 11.82743 5.84331 -13.51258 -0.6 0.2 -0.3 0.126
C 18.25860 10.13296 -16.36686 0.0 -1.8 -0.2 -0.133
C 8.65477 1.73171 -8.92715 0.6 -0.7 -1.2 -0.110
O 12.32998 9.32336 -8.41892 0.2 -0.4 -1.6 -0.091
H 6.96720 2.56741 -7.78479 0.3 -0.7 0.4 0.117
H 20.98160 6.78385 -17.28152 0.8 -0.3 1.0 0.121
C 15.95036 6.42050 -13.62727 1.1 1.3 -1.7 -0.099
C 12.67428 12.53154 -12.26286 0.1 -1.5 -0.4 0.045
C 15.32376 7.63792 -18.26559 3.1 -0.1 -2.5 -0.910
C 19.86823 8.42197 -17.58454 -1.2 1.7 -1.6 -0.082
C 9.43411 2.61785 -10.01115 -2.1 0.5 3.5 -0.016
C 11.39300 3.04428 -5.51215 5.7 -3.6 -2.3 -0.956
H 23.70394 6.61033 -10.87321 -0.7 0.4 -0.2 0.087
H 16.51200 10.07486 -5.59968 -0.5 -0.3 -0.3 0.088
H 12.25398 4.25303 -11.91717 0.6 -0.3 -0.1 0.084
C 21.38760 10.80490 -7.01659 -1.4 1.3 0.7 -0.085
C 23.28679 5.64015 -11.14307 1.9 -0.9 1.2 -0.191
H 18.60972 9.96900 -8.87729 -0.2 -0.3 0.0 0.109
H 19.54239 6.81499 -11.21463 -0.8 -0.2 0.8 0.094
H 22.62698 9.14302 -16.43410 0.0 0.0 -0.1 0.117
O 13.30861 2.76746 -10.18003 -1.9 4.8 -2.2 -0.056
O 10.64807 4.03115 -5.09248 -2.8 2.5 0.7 0.061
H 23.04095 11.08445 -9.69537 0.6 -0.3 -0.1 0.082
H 16.50280 11.59506 -18.17391 -0.4 0.2 0.3 0.087
O 10.43717 9.60204 -9.59130 -1.4 -0.4 -2.3 0.069
C 20.14884 12.35011 -8.61110 -0.6 -1.0 1.2 0.028
O 17.07628 1.73574 -13.61164 0.8 -1.1 -2.5 -0.001
H 10.29168 4.78239 -13.67367 0.0 1.0 -0.2 0.109
O 13.99406 1.61049 -8.38757 0.4 0.9 -1.6 0.020
H 13.54474 3.51835 -15.87883 0.2 0.3 0.0 0.136
H 8.10448 5.72064 -10.92560 0.2 0.0 0.1 0.095
H 6.54988 4.41112 -9.27164 0.7 0.2 1.7 0.131
H 13.28450 11.18919 -10.01981 -0.1 -0.3 -0.2 0.131
H 11.21576 2.32880 -15.51550 0.3 0.5 0.3 0.102
C 13.49802 6.33966 -9.89557 0.1 -0.7 0.4 -0.081
C 20.37255 6.67120 -10.52307 0.5 -0.2 -2.0 -0.002
C 10.54086 7.73394 -17.03262 -0.1 -0.2 -0.1 -0.087
C 17.18847 2.73658 -12.93735 -1.7 -6.2 -1.0 -0.935
H 17.85194 3.68003 -7.69566 0.5 -1.2 1.0 0.070
H 9.95671 3.59268 -15.80243 -0.1 -0.3 0.5 0.090
H 18.06763 10.54297 -15.37513 0.7 0.0 0.0 0.111
C 17.23480 9.51401 -6.19222 -0.7 -0.5 -0.2 -0.078
H 23.13149 9.39341 -9.17086 0.4 0.2 0.6 0.095
H 21.09610 7.24566 -11.10149 0.5 0.8 0.9 0.090
O 18.61046 10.24236 -13.15006 0.3 0.2 -2.4 0.061
H 19.96863 9.29381 -18.23103 -0.1 0.0 -0.1 0.113
H 6.49225 1.53305 -9.11485 -0.1 0.4 -0.3 0.113
H 10.67132 6.88354 -7.22581 -0.3 0.4 -0.5 0.066
H 14.23474 6.28243 -12.54060 -0.6 0.5 0.3 0.091
C 21.73994 8.55210 -16.20591 2.6 0.0 2.1 -0.218
H 9.27464 2.20246 -11.00621 0.2 0.5 0.0 0.121
C 15.13829 6.88617 -12.45579 -0.3 -1.3 2.0 -0.188
H 9.11716 1.58960 -7.95038 0.5 0.6 -0.2 0.122
H 19.48096 9.02770 -7.61089 0.2 0.1 -0.2 0.112
C 13.20182 3.19251 -13.71853 -1.4 0.9 -0.1 -0.082
N 14.04575 12.00997 -11.90378 1.5 1.1 -0.5 -0.220
H 9.90624 6.21606 -15.54073 -0.1 0.6 0.1 0.092
C 18.47689 3.24502 -8.47559 0.0 2.2 -0.9 -0.039
C 21.14763 10.22892 -9.34839 0.5 0.2 0.8 -0.090
H 9.51962 6.15534 -6.19703 0.1 -0.2 0.1 0.059
H 20.20149 6.92107 -9.47598 0.0 -0.1 -0.3 0.103
C 7.19162 3.56422 -9.51457 -0.3 1.1 -3.1 -0.168
C 9.59518 6.79046 -7.07964 -0.6 -1.2 0.7 -0.061
C 18.30568 10.15016 -11.88929 -0.6 -2.0 6.1 -0.888
H 12.93187 7.21382 -10.21715 0.1 -0.1 0.0 0.106
H 17.61630 8.75270 -5.51180 0.8 0.3 -0.1 0.078
C 15.00954 13.21121 -12.08598 -0.5 0.1 1.0 -0.082
O 18.29650 9.06913 -11.28763 0.2 -1.0 -0.7 -0.013
H 17.46674 13.00767 -17.73150 -0.4 0.2 0.1 0.068
H 16.90448 3.75586 -5.29943 0.1 1.1 0.4 0.065
C 19.84389 4.22057 -10.36300 0.5 0.6 2.7 -0.082
O 17.70573 3.88962 -13.39361 1.2 0.9 -1.2 0.039
H 20.62750 5.68716 -12.79148 -0.4 -0.7 -0.2 0.123
N 11.78064 4.52881 -15.21862 1.5 -0.6 -0.8 -0.205
H 9.74979 5.09402 -11.28367 -0.1 0.0 0.3 0.095
O 11.82284 2.19998 -4.73028 -1.8 -1.3 4.0 -0.045
O 16.55093 7.68022 -18.17728 1.7 0.7 1.3 -0.033
H 22.72608 6.36266 -13.15811 0.3 0.3 0.3 0.093
H 12.22384 5.23460 -17.16815 0.5 0.2 0.2 0.127
H 14.45798 4.45709 -7.35003 0.2 -0.4 -0.3 0.123
C 11.00934 3.32732 -15.90079 -0.7 2.2 0.5 0.051
H 14.76447 9.04718 -14.88322 -0.1 0.1 0.3 0.066
C 13.22442 4.07649 -14.99907 0.3 -0.2 1.3 -0.110
H 18.59780 10.60727 -18.39504 -0.5 0.3 -0.1 0.105
H 14.28660 12.13674 -14.50082 -0.2 -0.2 -0.4 0.096
H 9.52758 8.03923 -17.29373 0.1 0.3 -0.1 0.075
H 14.99711 13.04332 -8.86489 0.1 -0.3 -0.2 0.121
H 18.48141 11.17581 -5.99135 1.0 0.0 -0.2 0.101
O 17.16191 5.83300 -5.51075 1.4 0.2 -0.5 -0.046
H 15.01359 10.11630 -16.20017 0.1 0.3 0.0 0.057
H 14.69325 6.11748 -7.02597 -0.2 0.1 0.3 0.114
H 15.83096 7.03541 -14.51932 -0.6 0.4 -0.1 0.050
O 15.78284 1.11893 -6.04984 3.0 -4.1 -1.4 0.084
H 14.80306 8.11017 -8.39049 -0.5 1.2 -0.4 0.109
H 15.03820 11.06765 -10.25517 0.0 0.0 -0.3 0.122
N 14.95822 6.64914 -9.84511 4.0 -0.1 -0.4 -0.200
H 13.42529 5.48016 -10.56196 -0.1 0.1 -0.3 0.105
H 19.19457 2.43295 -8.35911 -0.6 -0.1 0.9 0.087
H 19.03801 4.09194 -11.08558 0.1 0.7 -0.3 0.117
C 14.76753 11.18290 -14.28408 1.3 -0.2 0.4 -0.207
C 11.99242 3.79251 -12.86986 0.4 -0.3 -0.9 -0.130
H 19.61548 12.77248 -7.75950 -0.1 0.3 -0.2 0.095
O 10.85377 9.69992 -13.67774 0.5 0.4 0.2 0.047
H 19.11871 7.77538 -18.04086 -0.1 0.0 0.3 0.129
H 24.20757 5.05909 -11.09181 0.0 -0.4 0.3 0.110
O 19.14784 5.84598 -4.46791 0.7 1.1 -1.7 -0.054
H 14.75621 8.54545 -10.29462 -0.6 1.3 1.1 0.078
O 14.57314 7.26595 -17.23264 -0.6 -0.2 1.7 0.053
H 8.29456 4.24822 -11.87792 0.1 -0.2 0.1 0.088
H 13.88816 7.27620 -17.90518 -2.7 -0.5 0.5 0.055
O 14.83966 2.75962 -5.48654 0.4 3.5 0.8 0.073
H 13.41248 10.00085 -15.53492 -0.1 -0.2 0.2 0.076
H 20.01682 4.78069 -8.16109 0.3 -0.1 -0.2 0.101
H 10.98909 8.49591 -16.39497 -0.1 -0.3 0.4 0.066
H 17.02796 6.53947 -13.51440 0.2 -0.5 0.6 0.063
C 11.37356 4.88359 -13.75964 -0.3 -1.5 -0.6 -0.080
H 12.51640 6.35826 -7.87040 0.5 0.6 -0.2 0.094
```
Forces are in eV/Å.

2S+1: 1
HOMO energy in hartree: 0.0215
Electronic energy in a.u.: -4971.869744
Net charge: -2
Lowest unoccupied orbital energy in Ha: 0.064
Max |F| in Eh/bohr: 0.1542

---

# 2
The following is a DFT calculation (ωB97M-V with the def2-TZVPD basis set) of a structure of composition C16H27AlO3P.

```
48
Properties=species:S:1:pos:R:3:forces:R:3:lowdin_charge:R:1
C 0.34796 -0.86005 2.30056 1.4 -0.8 -0.4 -0.382
H -1.77130 1.59708 -1.72034 0.1 0.2 -0.2 0.111
C -1.28078 3.21122 -3.76886 0.4 -0.6 0.1 -0.058
H 1.43366 2.62870 0.82867 0.1 0.1 -0.2 0.118
H 0.12928 -0.32613 -2.09587 0.1 -0.3 0.1 0.071
H -1.80196 -1.19747 3.95193 0.1 0.1 -0.3 0.091
H -0.28219 -1.76113 2.34634 -0.7 0.7 0.7 0.093
C 0.65257 -3.18086 -0.08450 0.9 0.0 0.0 -0.422
P -0.52403 -1.76372 -0.18725 -2.3 -0.3 0.7 1.033
H -0.94870 1.49240 1.58202 0.3 -0.3 0.0 0.115
H 0.06891 -3.03271 -2.82268 -0.3 0.0 0.1 0.041
H 0.64903 -3.64111 2.07096 -0.2 0.0 -0.1 0.051
H -0.16327 -1.69845 -3.93059 -0.1 -0.2 0.1 0.061
C 0.14751 -0.30618 0.83590 1.5 -0.5 -1.5 -0.538
C -0.62155 -1.10606 -1.91956 0.5 -0.1 -0.2 -0.416
H 0.55001 -3.82043 -0.97351 -0.3 0.4 0.0 0.055
H -2.82260 0.18840 4.34798 0.2 0.0 -0.1 0.082
H -1.24180 2.23187 -4.26976 -0.1 0.2 0.0 0.076
O 1.41098 -0.09057 0.21011 0.4 0.6 1.1 -0.283
C -2.03985 -0.16793 3.66130 -0.4 0.7 0.3 -0.119
O -0.95239 0.73006 3.78320 0.3 0.0 0.0 -0.209
O 1.65353 -1.42203 2.41023 0.2 0.8 -0.5 -0.264
H 0.64883 -0.42842 4.35938 0.0 0.0 -0.2 0.128
C 0.90275 2.76375 -0.11092 -0.1 -0.6 0.9 -0.039
H 1.03375 -4.98447 0.99893 -0.2 0.1 0.1 0.063
C -0.87510 2.19416 -1.54180 -0.8 -0.6 0.3 -0.041
Al 2.80267 -0.60620 1.24766 -0.6 -0.8 0.0 0.159
H -0.87173 3.93835 -4.47695 -0.2 0.1 0.2 0.067
H 1.70747 -2.86666 -0.08862 -0.2 0.0 0.1 0.034
H -2.33672 3.39171 -3.53927 0.2 0.2 -0.2 0.074
H -1.72413 0.62786 0.26896 0.1 0.1 0.2 0.096
C 0.31445 0.13232 3.47170 -0.7 -0.7 0.1 -0.153
C 1.32148 3.67090 -1.04327 1.1 0.9 0.0 -0.092
H 3.79246 0.51987 1.81505 -0.1 0.3 0.1 -0.103
C -0.58170 -2.18181 -3.03367 0.2 0.9 -0.4 -0.161
H 2.22035 4.25322 -0.84120 -0.1 -0.1 0.0 0.102
H -1.59529 -2.47971 -3.32301 0.2 -0.4 0.3 0.059
H 3.67915 -1.78467 0.58349 0.1 0.0 -0.2 -0.084
H 0.99848 4.56885 -3.00395 0.1 0.0 0.3 0.102
C -0.74123 0.95999 0.64358 -0.6 0.0 -0.1 -0.094
C 0.66240 3.86693 -2.24342 -0.3 -0.1 -0.4 -0.069
C 0.37757 -4.11035 1.12177 0.4 0.1 -0.6 -0.172
H -0.66529 -4.44399 1.08383 0.1 0.1 0.3 0.054
H 1.06883 0.90661 3.28597 -0.4 0.1 0.0 0.126
C -0.46540 3.11403 -2.48918 -0.6 0.1 -0.7 -0.286
C -0.21903 1.97699 -0.34934 0.1 -0.1 0.1 -0.208
H -2.45022 -0.09108 2.64347 0.1 -0.5 0.1 0.082
H -1.59782 -0.61307 -1.99544 0.2 0.0 0.2 0.048
```
Forces are in eV/Å.

2S+1: 1
HOMO energy in hartree: -0.1475
Electronic energy in a.u.: -1435.449916
Net charge: -1
Lowest unoccupied orbital energy in Ha: 0.109
Max |F| in Eh/bohr: 0.0468

---

# 3
The following is a DFT calculation (ωB97M-V with the def2-TZVPD basis set) of a cluster of 2 separate species, N3O3 in total.

```
6
Properties=species:S:1:pos:R:3:forces:R:3:lowdin_charge:R:1
N 1.29549 -0.07933 0.37868 -0.2 -0.4 0.2 -0.414
O 1.58968 0.83107 1.19933 0.1 -0.4 -1.7 -0.245
N -1.29931 -1.15156 -0.95177 0.0 -0.1 0.3 0.217
O -1.59213 0.62361 0.47733 0.0 -0.2 0.1 0.045
N -1.41577 -0.31142 -0.22876 -0.2 0.3 -0.4 -0.333
O 1.42204 0.08763 -0.87482 0.3 0.8 1.6 -0.271
```
Forces are in eV/Å.

2S+1: 1
HOMO energy in hartree: -0.1022
Electronic energy in a.u.: -389.896162
Net charge: -1
Lowest unoccupied orbital energy in Ha: 0.162
Max |F| in Eh/bohr: 0.0356